Entry from the Open Molecules 2025 dataset: a cluster of 8 separate species, C64H71N9O20S3 in total in a non-equilibrium geometry (wB97M-V/def2-TZVPD).

Atoms and positions in Å:
1 S 0.46 -0.05 -1.44
2 S -6.79 4.33 0.81
3 S 0.14 2.13 0.87
4 O 5.43 -5.35 1.60
5 O -3.37 10.46 -3.50
6 O 6.45 -10.77 3.25
7 O -5.47 4.53 -0.30
8 O -0.62 -0.88 -11.49
9 O 1.50 -2.57 -2.49
10 O -0.63 -2.61 -3.02
11 O -7.98 3.63 0.05
12 O -7.41 5.59 1.45
13 O -4.72 12.19 -3.43
14 O -3.09 -1.77 -0.49
15 O 6.95 -6.61 0.66
16 O 7.68 -12.59 3.29
17 O -5.97 3.19 1.82
18 O -0.45 0.11 4.99
19 O 5.33 -0.44 5.31
20 O -0.65 -2.58 -10.09
21 O -2.49 -0.64 4.69
22 O -3.58 -3.68 0.89
23 O 4.08 1.28 4.76
24 N -4.39 11.05 -3.09
25 N 0.45 2.75 -1.95
26 N -1.37 -0.69 5.22
27 N 4.53 0.14 4.56
28 N 0.11 4.43 -3.72
29 N 5.78 -6.36 0.98
30 N 7.51 -11.39 3.05
31 N 0.57 -2.76 -3.29
32 N -0.94 -1.41 -10.42
33 C 2.78 -9.16 -0.11
34 C -0.10 -3.40 -5.59
35 C 2.79 -0.61 1.32
36 C -2.08 -1.17 -8.22
37 C -1.33 -2.58 1.50
38 C 0.34 -2.84 7.78
39 C 8.51 -9.27 2.24
40 C -4.90 9.05 -1.70
41 C -0.45 3.15 -3.09
42 C 8.64 -10.64 2.50
43 C -4.20 -0.98 0.13
44 C 4.11 -9.41 -0.43
45 C -3.88 5.40 1.31
46 C 4.74 -7.32 0.59
47 C -2.71 -2.70 0.61
48 C 2.23 6.34 3.08
49 C 2.42 -7.99 0.56
50 C -1.88 6.66 2.49
51 C -6.43 10.95 -1.68
52 C -1.33 1.27 1.65
53 C 3.40 -7.06 0.91
54 C 1.58 3.76 -1.84
55 C 4.56 -1.86 3.09
56 C -6.91 8.98 -0.36
57 C 5.10 -8.49 -0.09
58 C 0.64 6.16 3.51
59 C -1.89 -3.71 7.40
60 C -5.74 8.38 -0.81
61 C 0.24 -3.84 -6.87
62 C -0.66 -3.77 8.06
63 C -2.39 6.03 1.02
64 C 0.35 1.59 -0.95
65 C 2.26 -3.42 -4.98
66 C -5.25 10.34 -2.14
67 C 3.24 -1.91 1.07
68 C -2.80 -0.40 -7.31
69 C -7.26 10.26 -0.79
70 C 1.57 -4.07 -7.21
71 C 2.79 5.13 2.11
72 C -2.30 2.39 2.39
73 C 10.94 -10.58 1.73
74 C 10.81 -9.21 1.48
75 C 0.12 -1.84 6.84
76 C 3.22 0.07 2.46
77 C -1.12 -1.77 6.19
78 C 9.60 -8.55 1.73
79 C -2.13 -2.70 6.46
80 C -2.10 0.69 -9.79
81 C 4.10 -0.56 3.35
82 C -4.33 0.53 -0.56
83 C -3.17 0.91 -7.64
84 C -4.21 4.05 0.37
85 C 0.92 -3.20 -4.65
86 C 2.58 -3.85 -6.27
87 C 4.12 -2.53 1.95
88 C -4.74 2.69 1.12
89 C -2.82 1.45 -8.87
90 C -3.25 3.82 -0.98
91 C -0.25 6.88 2.32
92 C -3.89 2.04 2.36
93 C -1.73 -0.62 -9.46
94 C 9.85 -11.30 2.24
95 C 1.38 4.92 -3.02
96 C -5.43 1.50 0.16
97 H 3.86 4.77 2.49
98 H 6.14 -8.70 -0.35
99 H 2.33 7.37 2.49
100 H -2.66 -4.44 7.62
101 H -1.81 -2.19 -7.96
102 H 11.88 -11.08 1.53
103 H 1.83 -4.41 -8.21
104 H 11.66 -8.65 1.10
105 H -4.65 6.27 1.05
106 H -0.36 -2.43 0.83
107 H -3.08 -0.81 -6.35
108 H -0.89 0.58 2.51
109 H 3.06 -3.26 -4.26
110 H -1.43 2.57 -3.39
111 H -3.73 1.51 -6.92
112 H -3.98 -0.96 1.28
113 H -6.22 0.91 0.82
114 H -6.71 11.95 -2.00
115 H 2.01 -9.89 -0.37
116 H -1.57 5.21 0.76
117 H -4.03 0.86 2.47
118 H 5.25 -2.36 3.77
119 H -3.79 3.03 -1.68
120 H -0.54 -4.00 -7.61
121 H -0.08 8.06 2.37
122 H -2.00 3.44 1.98
123 H 7.58 -8.74 2.43
124 H -6.07 1.99 -0.72
125 H -1.97 2.37 3.54
126 H 0.91 -1.12 6.63
127 H -1.48 -1.69 2.28
128 H -8.17 10.73 -0.43
129 H 2.94 5.48 0.98
130 H -1.23 -3.56 2.16
131 H 0.46 4.99 3.59
132 H 4.38 -10.33 -0.95
133 H -1.92 0.56 0.92
134 H 3.11 -6.15 1.43
135 H -3.09 -2.66 5.96
136 H -5.23 -1.57 -0.02
137 H 2.90 -2.44 0.18
138 H 2.49 3.81 -1.09
139 H 2.95 6.40 4.02
140 H -2.35 6.82 0.15
141 H 0.14 6.55 1.25
142 H -0.48 -4.55 8.80
143 H 0.49 6.67 4.56
144 H 3.62 -4.03 -6.54
145 H 4.47 -3.54 1.75
146 H -3.99 8.57 -2.04
147 H 1.38 -7.80 0.80
148 H -4.73 0.32 -1.66
149 H 1.30 -2.90 8.29
150 H 2.10 -0.13 0.62
151 H -3.27 1.05 -0.72
152 H -5.47 7.38 -0.47
153 H -2.18 3.44 -0.70
154 H 2.02 5.87 -3.26
155 H -4.35 2.49 3.36
156 H 9.97 -12.36 2.43
157 H -3.11 2.47 -9.12
158 H 2.85 1.08 2.64
159 H -2.07 5.78 3.27
160 H -2.46 7.64 2.79
161 H -4.06 5.16 2.45
162 H -3.27 4.85 -1.56
163 H 2.11 4.18 2.09
164 H 9.51 -7.49 1.54
165 H -1.14 -3.23 -5.34
166 H -7.56 8.45 0.33
167 H -1.83 1.13 -10.75

Its structure (SMILES) is CCCCCCC[C@]1(C)OS(=O)(=O)O[C@]1(CCCOC(C)=O)CCCSC(=S)n1ccnc1.O=[N+]([O-])c1ccccc1.O=[N+]([O-])c1ccccc1.O=[N+]([O-])c1ccccc1.O=[N+]([O-])c1ccccc1.O=[N+]([O-])c1ccccc1.O=[N+]([O-])c1ccccc1.O=[N+]([O-])c1ccccc1. For the highest occupied orbital energy, the calculation gives -8.60 eV. As for the energy above the lowest of the compared OMol25 structures with the same formula, charge and spin: 1332.40 kJ/mol. The spin multiplicity is 1. As for the electronic energy: -154349.455 eV.